1.
This record from the Open Molecules 2025 dataset describes a molecular structure, C47H54As2N2O8P2Zr. The level of theory is wB97M-V/def2-TZVPD.

Each line ends with the Mulliken charge.
Element x y z (Å)
1 Zr 0.48663 0.38519 0.55705  -1.00
2 C 2.29143 -2.60099 1.89455  -0.69
3 C 1.65091 -2.09435 3.18798  -1.44
4 P 0.64020 -0.56842 3.05486  2.59
5 C 1.73607 0.86906 3.26185  0.47
6 C 3.00140 0.85390 3.86063  -1.27
7 C 3.67793 2.04080 4.06745  -0.67
8 C 3.11468 3.25709 3.66402  -0.98
9 C 1.87045 3.28558 3.06345  -0.40
10 C 1.17688 2.09444 2.87520  0.20
11 C -0.39410 -0.58303 4.53002  0.74
12 C -1.44452 -1.50339 4.57802  -0.55
13 C -2.17664 -1.64796 5.74380  -0.81
14 C -1.86657 -0.87118 6.85584  -0.68
15 C -0.83317 0.05375 6.79927  -0.80
16 C -0.09328 0.20931 5.63365  -0.65
17 C 3.21838 -1.56273 1.22372  -0.51
18 P 2.62965 -1.01411 -0.44699  0.81
19 C 3.95763 -1.55485 -1.56882  0.80
20 C 3.65072 -2.23803 -2.74211  0.03
21 C 4.67257 -2.59728 -3.61264  -0.76
22 C 5.98495 -2.27740 -3.30079  -0.62
23 C 6.28455 -1.59002 -2.12451  -0.94
24 C 5.27377 -1.21791 -1.25494  -0.50
25 C 3.02112 0.79553 -0.52306  0.89
26 C 3.62265 1.57482 0.46299  -0.38
27 C 4.01445 2.88020 0.17987  -0.78
28 C 3.82687 3.40466 -1.08559  -0.87
29 C 3.24046 2.62768 -2.09128  -0.88
30 C 2.83587 1.34269 -1.81107  -1.51
31 H 1.50254 -2.90941 1.21048  -0.01
32 H 2.85764 -3.50103 2.12601  0.56
33 H 2.39380 -1.92555 3.96918  0.67
34 H 0.96641 -2.84832 3.57839  0.72
35 H 3.44609 -0.07358 4.20165  0.32
36 H 4.64043 2.02835 4.56472  0.51
37 H 3.64400 4.18332 3.85206  0.51
38 H 1.42691 4.23012 2.77302  0.52
39 H 0.13867 2.13606 2.55519  0.42
40 H -1.67469 -2.12355 3.71600  0.51
41 H -2.98424 -2.36702 5.79370  0.47
42 H -2.43396 -0.98924 7.77052  0.44
43 H -0.59416 0.65478 7.66683  0.48
44 H 0.70810 0.93663 5.60522  0.34
45 H 4.21125 -1.97709 1.06571  0.96
46 H 3.34608 -0.69590 1.86615  -0.31
47 H 2.62412 -2.49871 -2.97391  0.30
48 H 4.44509 -3.12895 -4.52831  0.46
49 H 6.78362 -2.56571 -3.97201  0.43
50 H 7.31188 -1.33796 -1.88997  0.46
51 H 5.51938 -0.66460 -0.35445  0.36
52 H 3.85311 1.16714 1.43765  0.91
53 H 4.50016 3.47278 0.94422  0.60
54 H 4.17321 4.40713 -1.30844  0.53
55 H 3.14799 3.01968 -3.09784  0.59
56 H 2.47046 0.71250 -2.61276  0.65
57 N -0.52029 -1.56020 0.10094  -0.56
58 C -1.07638 -2.44621 -0.41999  0.07
59 N -1.64680 -3.42603 -1.01804  0.34
60 C -3.11465 -3.73010 -0.89616  -0.32
61 C -3.37600 -5.13691 -1.42101  -0.91
62 C -2.30800 -6.09597 -0.89761  -0.63
63 C -0.91327 -5.75480 -1.46502  -0.73
64 C -0.83844 -4.30585 -1.93624  -0.64
65 H -3.67880 -2.97227 -1.44171  0.23
66 H -3.37815 -3.67941 0.16009  0.22
67 H -3.41011 -5.14523 -2.51192  0.38
68 H -4.36588 -5.43280 -1.07490  0.47
69 H -2.56846 -7.12181 -1.14754  0.39
70 H -2.29251 -6.03754 0.19393  0.27
71 H -0.68802 -6.37848 -2.33138  0.42
72 H -0.14212 -5.95303 -0.72100  0.28
73 H -1.27095 -4.18696 -2.92857  0.42
74 H 0.18181 -3.92761 -1.96315  0.32
75 C -3.34585 -0.94683 -5.29582  -0.84
76 O -2.60812 -0.54891 -4.09359  -0.25
77 C -3.34392 -0.07682 -3.09811  -0.60
78 O -4.53679 0.00821 -3.08544  -0.51
79 C -2.48115 0.21065 -1.87084  0.12
80 C -3.12432 0.50444 -0.72134  0.72
81 As -4.05864 2.30341 -0.77397  0.17
82 C -4.98503 2.65517 -2.44056  -1.29
83 C -2.26267 3.14673 -1.20428  0.29
84 C -1.05494 2.58050 -1.37968  1.08
85 As -0.58859 0.69999 -2.02173  0.65
86 C -0.47299 1.36551 -3.83874  -1.36
87 C 0.15313 3.15923 -0.74692  0.35
88 O 0.74949 2.37236 0.05503  0.91
89 O 0.63250 4.33460 -0.82448  -0.28
90 C 0.33731 5.31151 -1.88788  -0.98
91 C -2.52795 4.64373 -1.34043  -0.11
92 O -2.64145 5.01557 -2.47112  -0.46
93 O -2.72140 5.42801 -0.29951  -0.33
94 C -2.59790 4.94430 1.05927  -0.14
95 C -2.45053 0.39807 0.60526  0.34
96 O -1.40577 1.08244 0.90126  -0.24
97 O -2.90877 -0.35733 1.51007  -0.30
98 C -4.19110 -1.07934 1.40141  -0.74
99 H -2.66863 -1.57760 -5.85902  0.28
100 H -3.60427 -0.05759 -5.86531  0.32
101 H -4.24857 -1.48048 -5.01796  0.37
102 H -5.81308 1.95764 -2.52755  0.49
103 H -4.34122 2.61278 -3.31104  0.41
104 H -5.37569 3.66663 -2.31230  0.48
105 H -1.36728 1.94757 -4.02740  0.54
106 H -0.37596 0.54436 -4.53688  0.45
107 H 0.40836 2.00139 -3.88442  0.48
108 H -0.32935 6.06413 -1.48311  0.35
109 H -0.09844 4.81618 -2.74824  0.46
110 H 1.29460 5.75869 -2.12724  0.37
111 H -2.17074 5.75750 1.63446  0.35
112 H -1.94886 4.06798 1.10700  -0.10
113 H -3.58421 4.70702 1.44387  0.32
114 H -3.96565 -2.12362 1.58678  0.29
115 H -4.64276 -0.93244 0.42626  0.40
116 H -4.82158 -0.68904 2.19208  0.37

Cartesian forces (eV/Å) of the 6 atoms listed first:
1.7 -0.5 -0.1
0.1 0.1 0.1
-0.1 -0.1 -0.2
0.6 -0.1 0.6
-0.2 0.0 0.0
0.1 -0.1 0.0

For the electronic energy, the calculation gives -210471.764 eV. The net charge is +4. The largest force on an atom comes out at 1.75 eV/A.

***

2.
This record from the Open Molecules 2025 dataset describes 3 unconnected molecules or ions with the total composition C47H55N3O8Si. The level of theory is wB97M-V/def2-TZVPD.

Each line ends with the Mulliken charge.
Element x y z (Å)
1 C -1.62738 -2.18728 4.54026  -0.46
2 C -1.80850 -3.20494 3.70853  -0.03
3 C -1.95619 -4.48392 2.71751  -0.61
4 C -1.82443 -4.11413 1.14810  0.74
5 C -0.30928 -4.13680 0.57516  -0.25
6 C 0.16580 -2.58766 0.35189  0.01
7 N 0.06886 -1.73345 1.51347  -0.29
8 C 0.49233 -0.36526 1.26626  0.14
9 C 0.37137 0.66356 2.48618  -0.77
10 C 0.81192 2.18482 2.36514  -0.01
11 C 0.59549 3.10118 3.67017  -0.62
12 C -1.01986 3.09317 3.97555  -0.47
13 C -1.87097 3.94865 2.90030  -0.10
14 C -3.45612 3.62421 2.89094  -0.95
15 C -3.82914 2.19763 2.19615  0.66
16 C -5.26777 2.23336 1.41641  -0.65
17 C -5.82628 0.75866 1.02926  -0.69
18 C -5.90855 0.48186 -0.57251  -0.65
19 Si -4.14472 0.21286 -1.36466  0.07
20 C -4.19271 -0.82132 -2.97859  -1.09
21 C -3.13584 -0.81134 -0.07290  -0.39
22 C -3.40930 1.97228 -1.60687  0.53
23 C -1.90155 2.26719 -1.22425  0.06
24 C -1.39125 3.75867 -1.46243  0.02
25 C -2.34397 4.88774 -2.00504  -0.61
26 C -3.84833 4.56828 -2.37983  -0.45
27 C -4.39908 3.08315 -2.20514  -0.42
28 C 1.41885 2.64670 0.97399  1.10
29 C 1.93520 4.16823 0.77850  -0.84
30 C 3.50451 4.30383 0.39583  -0.68
31 C 4.42251 3.04537 0.80900  -0.03
32 N 5.85308 3.39601 0.40511  -0.69
33 C 1.52375 1.62209 -0.24758  0.94
34 C 2.14474 2.11530 -1.67907  -1.34
35 C 1.04389 0.08455 -0.13293  0.14
36 N 1.17590 -0.71462 -1.34164  -0.58
37 C 0.69425 -2.04272 -1.02949  0.48
38 C 0.70279 -3.09895 -2.26345  -0.68
39 C 0.30085 -3.81189 -3.30805  -0.34
40 H -1.47228 -1.41430 5.37372  0.35
41 H -3.05119 -4.85882 2.87144  0.32
42 H -1.23298 -5.30113 3.08243  0.32
43 H -2.42250 -4.91612 0.56155  0.26
44 H -2.24502 -3.06048 0.96106  -0.72
45 H -0.14519 -4.79691 -0.34884  0.26
46 H 0.37344 -4.52838 1.43639  0.24
47 H -0.07162 0.28248 3.47306  0.26
48 H 1.09080 2.54251 4.56864  0.35
49 H 0.94600 4.18981 3.56728  0.20
50 H -1.18073 3.60083 5.01709  0.42
51 H -1.41605 2.00184 4.11086  0.15
52 H -1.77495 5.07034 3.21217  0.36
53 H -1.38160 3.84852 1.85670  -0.10
54 H -4.04173 4.43447 2.28527  0.36
55 H -3.89390 3.66922 3.96580  0.23
56 H -3.97819 1.44004 3.06704  0.32
57 H -2.95689 1.89600 1.50955  -0.64
58 H -6.03796 2.72015 2.12829  0.40
59 H -5.20107 2.87872 0.46315  0.26
60 H -6.92263 0.69633 1.42201  0.40
61 H -5.24427 -0.07279 1.59019  0.31
62 H -6.48368 1.29844 -1.14439  0.31
63 H -6.45810 -0.53844 -0.70780  0.30
64 H -5.17088 -0.69217 -3.57570  0.27
65 H -4.14793 -1.94948 -2.67260  0.21
66 H -3.24702 -0.62873 -3.63171  0.31
67 H -3.10304 -0.19181 0.90768  0.07
68 H -2.05700 -1.01443 -0.45851  -0.23
69 H -3.68283 -1.81300 0.16523  0.35
70 H -1.22188 1.43778 -0.80132  0.07
71 H -0.29371 3.98958 -1.22220  0.17
72 H -1.99874 5.98365 -2.15415  0.30
73 H -4.58492 5.35020 -2.78772  0.30
74 H -5.47316 2.75698 -2.48101  0.19
75 H 1.77590 4.81608 1.73650  0.09
76 H 1.34527 4.73523 -0.05644  0.06
77 H 3.55861 4.58546 -0.73034  0.35
78 H 3.91664 5.22992 0.96742  0.33
79 H 4.42630 2.92197 1.95199  0.18
80 H 4.17891 2.06217 0.26443  0.12
81 H 6.43743 2.53377 0.50625  0.25
82 H 5.88348 3.58160 -0.62825  0.27
83 H 1.48383 1.74877 -2.56629  0.36
84 H 2.22076 3.25801 -1.76245  0.22
85 H 3.17271 1.58154 -1.83532  0.30
86 H -0.09075 -4.30234 -4.28206  0.34
87 O -1.76091 -9.91308 0.91053  -0.60
88 C -2.19295 -9.34180 -0.07738  0.76
89 C -1.79054 -7.97587 -0.43393  -0.51
90 C -2.29736 -7.37696 -1.51369  -0.02
91 O -1.92810 -6.10604 -1.85712  -0.32
92 C -3.28620 -8.06539 -2.39030  0.88
93 O -3.74352 -7.48152 -3.35985  -0.62
94 C -3.67053 -9.43967 -2.04771  -0.92
95 C -3.16121 -10.04014 -0.96982  0.35
96 O -3.50938 -11.32076 -0.64157  -0.56
97 H -1.07354 -7.48654 0.21219  0.53
98 H -2.43192 -5.89961 -2.67053  0.28
99 H -4.37581 -9.93441 -2.70252  0.41
100 H -3.01031 -11.52468 0.17521  0.35
101 O 12.27955 1.87950 -1.52151  -0.61
102 C 11.11524 2.16969 -1.74312  0.88
103 C 10.68932 3.54417 -2.03238  -0.84
104 C 9.40362 3.82608 -2.25345  0.34
105 O 8.99549 5.10208 -2.52640  -0.57
106 C 8.35864 2.76460 -2.21211  0.86
107 O 7.18855 3.05999 -2.40090  -0.64
108 C 8.78704 1.38657 -1.94677  -0.87
109 C 10.07329 1.10382 -1.72903  0.41
110 O 10.48522 -0.17603 -1.48330  -0.57
111 H 11.45764 4.30549 -2.05721  0.41
112 H 8.02590 5.04512 -2.64566  0.34
113 H 8.02042 0.62278 -1.93718  0.46
114 H 11.45413 -0.11774 -1.35789  0.35

Cartesian forces (eV/Å) of the 6 atoms listed first:
-1.0 -5.9 -4.1
1.2 4.7 4.0
-0.9 1.4 0.8
0.3 -0.4 -0.2
0.7 1.3 1.1
0.6 2.2 0.7

For the electronic energy, the calculation gives -78337.970 eV. Its SMILES is C#CCCCc1nc2cc(CCCCCCCC[Si](C)(C)c3ccccc3)c(CCCN)c(C)c2nc1C#C.O=C1C=C(O)C(=O)C=C1O.O=C1C=C(O)C(=O)C=C1O. The net charge is 0. The largest force on an atom comes out at 7.22 eV/A.